{
  "formula": "C12H18O2Pt",
  "method": "ωB97M-V/def2-TZVPD",
  "energy_ev": -20058.476,
  "homo_lumo_gap_ev": [6.423, 6.176],
  "total_charge": 2,
  "homo_energy_ev": [-17.25, -17.01],
  "spin_multiplicity": 1,
  "elements": ["Pt", "C", "C", "C", "C", "C", "C", "C", "C", "C", "C", "H", "H", "H", "H", "H", "H", "H", "H", "H", "H", "H", "H", "H", "H", "H", "C", "C", "O", "O", "H", "H", "H"],
  "positions_angstrom": [[-0.186340, -0.687721, -1.211543], [-0.011656, 0.804450, 0.630784], [0.873509, 0.971328, -0.554648], [1.774282, -0.133647, -0.557337], [1.462166, -0.952442, 0.590863], [0.354579, -0.375639, 1.307595], [-0.299799, -0.890443, 2.533632], [2.234242, -2.140825, 0.995567], [3.015451, -0.249800, -1.387178], [1.019722, 2.164018, -1.437623], [-1.071478, 1.727146, 1.042449], [-0.313340, -0.117634, 3.307205], [0.183626, -1.776441, 2.934363], [-1.346435, -1.135710, 2.320078], [3.223621, -1.788471, 1.319187], [2.419966, -2.804071, 0.148402], [1.779960, -2.702138, 1.805727], [3.838193, 0.270406, -0.888006], [2.888317, 0.207580, -2.365759], [3.317847, -1.287318, -1.517576], [1.949691, 2.681143, -1.181209], [0.198772, 2.868003, -1.328258], [1.095053, 1.873773, -2.484016], [-0.736340, 2.217767, 1.968860], [-1.980413, 1.182693, 1.313390], [-1.291543, 2.494035, 0.305704], [-4.154066, -0.256713, -1.046279], [-2.694601, -0.421123, -1.121596], [-1.926278, 0.343034, -1.800917], [-2.063577, -1.359355, -0.527752], [-4.447959, 0.723032, -1.413575], [-4.499103, -0.419890, -0.025544], [-4.606061, -1.029028, -1.674983]],
  "forces_ev_per_angstrom": [[-0.9, 0.3, 4.2], [-0.5, 1.2, -2.3], [0.7, 0.9, -0.2], [1.3, 0.8, -0.6], [-0.7, -0.8, 0.1], [0.9, -2.0, 0.1], [0.1, 0.0, -0.3], [0.2, -0.1, -0.1], [-0.2, -0.1, 0.1], [0.0, 0.3, 0.2], [-0.2, -0.1, 0.0], [0.0, 0.1, 0.0], [0.0, 0.0, -0.1], [0.0, 0.0, -0.1], [-0.1, -0.1, 0.0], [0.0, 0.0, 0.0], [0.0, 0.0, 0.0], [0.0, 0.0, 0.1], [0.0, 0.0, 0.0], [0.0, 0.0, 0.0], [-0.1, 0.0, 0.0], [0.0, 0.0, 0.0], [0.0, 0.0, 0.0], [0.0, 0.0, 0.0], [0.0, 0.0, 0.0], [0.0, 0.0, 0.0], [-0.1, 0.1, -0.1], [0.4, -0.3, -0.2], [-0.2, 0.4, -0.7], [-0.6, -0.8, -0.3], [0.0, 0.0, 0.0], [0.0, 0.0, 0.0], [0.0, 0.0, 0.0]]
}

{
  "formula": "C12H18O9",
  "method": "ωB97M-V/def2-TZVPD",
  "energy_ev": -31162.677,
  "homo_lumo_gap_ev": 10.878,
  "smiles": "C[C@H]1COC(=O)O1.C[C@H]1COC(=O)O1.C[C@H]1COC(=O)O1",
  "total_charge": 0,
  "homo_energy_ev": -10.41,
  "spin_multiplicity": 1,
  "elements": ["C", "C", "C", "O", "C", "O", "O", "H", "H", "H", "H", "H", "H", "C", "C", "C", "O", "C", "O", "O", "H", "H", "H", "H", "H", "H", "C", "C", "C", "O", "C", "O", "O", "H", "H", "H", "H", "H", "H"],
  "positions_angstrom": [[2.543615, 4.648227, 0.515140], [3.014465, 3.884797, -0.721900], [4.463695, 3.667917, -0.728490], [4.595985, 2.382237, -1.213970], [3.475135, 1.732027, -1.168740], [3.422855, 0.575577, -1.489850], [2.521965, 2.552207, -0.626940], [2.000875, 5.516957, 0.142520], [3.306955, 5.167617, 1.094470], [2.052325, 3.975687, 1.218300], [2.801035, 4.386457, -1.665770], [4.959825, 3.723997, 0.240430], [4.839455, 4.462267, -1.373400], [-4.296535, -0.748703, -0.510980], [-4.374095, -2.008993, 0.386570], [-5.241355, -3.088073, -0.091460], [-4.440845, -4.210613, 0.076090], [-3.158435, -3.953103, 0.328290], [-2.304525, -4.812203, 0.440060], [-3.022465, -2.624193, 0.384560], [-5.276375, -0.329363, -0.739400], [-3.968425, -0.883403, -1.541660], [-3.752765, 0.076527, -0.051200], [-4.572335, -1.679443, 1.406470], [-5.475085, -2.948953, -1.146970], [-6.114945, -3.203633, 0.550090], [0.071845, 0.065447, 0.056630], [0.511305, -1.173693, 0.825750], [0.826115, -2.295583, -0.094310], [1.942195, -2.838523, 0.591760], [2.504895, -2.016493, 1.452770], [3.611075, -2.073403, 1.942020], [1.710135, -0.918823, 1.488290], [0.552065, 0.227977, -0.908290], [0.454045, 0.944507, 0.575560], [-1.008565, 0.207777, 0.033130], [-0.275785, -1.433403, 1.533670], [1.080985, -1.929163, -1.088730], [0.019675, -3.028433, -0.120520]],
  "forces_ev_per_angstrom": [[0.0, 1.1, -0.6], [-0.5, 0.4, 1.9], [1.4, 1.4, 0.5], [2.7, 0.3, -1.3], [-0.7, -1.8, 0.3], [-1.2, 0.9, 0.4], [-0.8, -1.0, -1.1], [-1.0, -0.3, 0.5], [0.7, -0.5, -0.2], [-0.5, 0.3, -0.3], [-0.9, -0.3, 0.0], [-0.1, 0.1, 0.1], [0.9, -0.5, -0.2], [-0.7, 0.2, 0.0], [2.4, 2.8, -0.5], [-0.6, -0.2, -0.1], [-0.5, -2.6, -0.1], [1.1, -1.2, -0.1], [-1.3, 2.0, -0.1], [-0.1, 0.7, 0.4], [-0.5, -0.2, 0.7], [0.7, -0.7, 0.2], [0.2, -0.3, 0.0], [0.0, -0.2, 0.1], [-0.3, -0.2, 0.0], [-0.2, 0.0, -0.4], [0.3, 1.2, 0.7], [-1.8, 1.6, -1.0], [-0.2, -0.5, 0.6], [0.9, -2.9, -0.8], [1.6, 1.8, -0.6], [-2.0, -0.5, -0.3], [0.8, 0.7, 1.5], [-0.2, -0.7, -0.3], [-0.1, 0.1, 0.5], [0.0, -0.3, -0.3], [0.1, -0.1, 0.3], [0.4, -0.3, 0.0], [0.2, -0.1, -0.2]]
}

{
  "formula": "C12H18OSi",
  "method": "ωB97M-V/def2-TZVPD",
  "energy_ev": -22658.179,
  "homo_lumo_gap_ev": 8.581,
  "smiles": "C=C=C(C1=CCCCC1=O)[Si](C)(C)C",
  "total_charge": 0,
  "homo_energy_ev": -8.69,
  "spin_multiplicity": 1,
  "elements": ["C", "C", "C", "C", "C", "C", "C", "C", "C", "C", "C", "C", "O", "Si", "H", "H", "H", "H", "H", "H", "H", "H", "H", "H", "H", "H", "H", "H", "H", "H", "H", "H"],
  "positions_angstrom": [[-1.272432, 1.662738, -0.914200], [1.534023, 1.668805, 0.093596], [0.880684, 0.514055, -0.255048], [1.515934, -0.748973, -0.277134], [-1.853933, 2.788070, -1.208928], [-0.618045, 0.546483, -0.566053], [2.966670, 1.743010, 0.400874], [2.961372, -0.729215, 0.096727], [3.504622, 0.412279, 0.923200], [-3.516395, -0.225683, -0.027508], [-1.128207, -1.365250, 1.665483], [-1.808023, -2.558598, -1.342263], [1.047877, -1.811576, -0.710901], [-1.670315, -1.069769, -0.165144], [0.983002, 2.651039, 0.264824], [-2.269667, 3.199079, -0.312696], [-1.931229, 3.296046, -2.247342], [3.552242, 2.088468, -0.401604], [3.083573, 2.460146, 1.125729], [3.241348, -1.753467, 0.531319], [3.321523, -0.703312, -0.879301], [4.698980, 0.386258, 1.001296], [3.052887, 0.201506, 2.004194], [-4.194184, -0.960602, 0.630114], [-3.318473, 0.717898, 0.458787], [-4.051742, -0.015702, -0.988722], [-1.742477, -2.167418, 1.974237], [-0.011285, -1.401013, 1.635098], [-1.223431, -0.526748, 2.389018], [-2.821505, -3.015538, -1.246303], [-1.880220, -2.050703, -2.358955], [-1.033175, -3.232316, -1.292395]],
  "forces_ev_per_angstrom": [[2.0, -2.1, -0.2], [-1.5, -0.3, -0.1], [-2.8, 3.6, 0.2], [1.2, -2.4, -0.5], [0.0, 0.4, -1.4], [-0.6, 0.2, -0.5], [0.0, -2.1, 0.4], [0.6, -2.0, 1.8], [0.7, -0.7, 2.3], [0.0, -2.6, 0.2], [1.2, 2.0, -1.1], [-2.7, 2.8, -0.8], [-0.2, 1.6, 0.7], [-1.5, 2.0, 0.6], [0.4, -1.5, -0.7], [-0.5, 1.1, 0.1], [0.0, -1.1, 2.0], [0.7, 0.4, -1.5], [0.4, 1.9, 1.9], [-0.4, 1.4, -0.7], [1.5, 0.0, -1.9], [-2.7, 0.1, -0.2], [1.2, 0.8, -1.9], [1.4, 1.8, -1.3], [-0.3, 0.2, 0.4], [0.5, -0.3, 0.7], [0.2, -1.4, 0.9], [-0.9, -1.3, 0.2], [-0.7, -0.2, -0.8], [0.8, 0.1, 0.3], [0.5, -0.7, 1.0], [1.7, -1.5, 0.0]]
}

{
  "formula": "C12H19AuNSi",
  "method": "ωB97M-V/def2-TZVPD",
  "energy_ev": -25803.851,
  "homo_lumo_gap_ev": [4.196, 5.686],
  "s_squared": 2.024,
  "total_charge": -1,
  "homo_energy_ev": [-0.82, -3.23],
  "spin_multiplicity": 3,
  "elements": ["C", "C", "C", "C", "C", "Au", "N", "C", "C", "H", "H", "H", "H", "H", "H", "H", "H", "H", "H", "C", "Si", "C", "C", "C", "C", "H", "H", "H", "H", "H", "H", "H", "H", "H"],
  "positions_angstrom": [[-0.879533, 1.090801, -2.029420], [0.547731, 0.847650, -2.291482], [1.333377, 1.620211, -1.290410], [0.346651, 2.373666, -0.445919], [-0.997026, 2.046874, -0.936672], [0.468662, -0.050956, 0.012525], [-1.317929, -0.824199, 1.140536], [-0.068283, -2.442864, -0.069532], [0.976272, -1.880496, -0.897918], [2.415361, 1.734168, -1.283478], [0.975010, 0.209250, -3.067868], [0.621654, 3.092524, 0.332385], [-1.932895, 2.384879, -0.481988], [-1.695629, 0.611394, -2.583702], [0.886472, -1.977028, -1.985369], [-0.918500, -2.900079, -0.578791], [-2.566097, -1.093412, 1.032765], [2.013471, -1.838523, -0.501660], [0.198361, -2.741358, 0.943028], [-1.480628, 0.854228, 5.765648], [0.010661, 0.007059, 4.998168], [1.485276, 0.857541, 5.769962], [-0.000461, -1.709830, 5.765047], [0.058920, 0.026990, 3.159694], [-0.479081, -0.297075, 2.035414], [-1.557006, 0.898667, 6.848977], [-2.422598, 0.412030, 5.452351], [-1.568932, 1.891108, 5.453244], [1.557465, 0.899248, 6.852292], [2.422555, 0.412392, 5.453103], [1.568333, 1.891887, 5.453366], [-0.854496, -2.304383, 5.451489], [0.853416, -2.304573, 5.452215], [-0.000352, -1.797891, 6.848499]],
  "forces_ev_per_angstrom": [[1.7, 1.3, 0.0], [-1.3, 1.8, 1.2], [-2.5, 0.5, -0.1], [0.2, -1.2, -1.9], [1.6, -0.9, -0.8], [0.4, 1.4, -0.7], [-2.2, 0.2, 0.2], [0.4, -2.7, -0.7], [0.9, 0.0, 0.9], [-0.4, 0.0, 0.0], [-0.2, 0.2, 0.4], [-0.2, -0.4, -0.3], [0.5, -0.2, -0.2], [0.4, 0.3, 0.4], [0.1, 0.4, 0.4], [0.0, 0.1, 0.4], [5.1, 1.6, 1.1], [-0.5, -0.8, -0.6], [-0.3, 0.0, -0.3], [-0.7, 0.5, -0.3], [0.2, 0.0, -0.5], [0.7, 0.4, -0.1], [0.0, -0.8, -0.2], [-0.8, -0.3, -0.8], [-2.9, -1.2, 3.1], [0.5, -0.3, 0.3], [-0.1, -0.3, -0.3], [0.2, 0.3, -0.2], [-0.4, -0.3, 0.3], [0.2, -0.3, -0.3], [-0.2, 0.3, -0.3], [-0.3, 0.0, -0.3], [0.3, 0.0, -0.3], [0.0, 0.5, 0.3]]
}

{
  "formula": "C12H19BN4O4",
  "method": "ωB97M-V/def2-TZVPD",
  "energy_ev": -27580.952,
  "homo_lumo_gap_ev": 8.848,
  "smiles": "CC(C)C[C@H](NC(=O)CNC(=O)c1cnccn1)B(O)O",
  "total_charge": 0,
  "homo_energy_ev": -9.13,
  "spin_multiplicity": 1,
  "elements": ["O", "O", "N", "N", "O", "O", "B", "C", "C", "C", "C", "C", "C", "N", "N", "C", "C", "C", "C", "C", "C", "H", "H", "H", "H", "H", "H", "H", "H", "H", "H", "H", "H", "H", "H", "H", "H", "H", "H", "H"],
  "positions_angstrom": [[0.985371, -0.397371, -2.937511], [1.117526, -0.591117, 1.798040], [0.806538, 3.404191, -4.469198], [2.411624, 2.751238, -2.332605], [-2.723943, 1.463466, -0.164987], [-0.211665, 1.694995, 0.183649], [-1.473137, 0.964204, 0.248635], [1.666790, 0.454856, -2.452614], [1.049231, -0.762897, 0.602417], [1.379228, 4.333059, -3.720847], [2.249863, 3.978010, -2.667620], [1.002893, 2.179319, -4.170242], [1.780126, 1.822924, -3.057263], [2.219451, 0.353132, -1.188141], [-0.210703, -0.988663, 0.044717], [2.125561, -0.868799, -0.374192], [-0.748830, -2.493110, 3.973089], [-2.462618, -3.173964, 2.183269], [-1.269193, -2.325030, 2.541276], [-1.501472, -0.786674, 2.251225], [-1.439802, -0.573482, 0.740487], [-2.624717, 2.213196, -0.822364], [0.470033, 1.052977, 0.475252], [0.996280, 5.343262, -3.989956], [2.763398, 4.642201, -2.099607], [0.457944, 1.423524, -4.744900], [2.546682, 1.209293, -0.825134], [-0.379467, -1.332336, -0.900567], [1.908210, -1.666986, -0.989815], [3.084755, -1.106751, 0.100674], [0.287123, -2.128989, 4.031892], [-1.398570, -2.054053, 4.750568], [-0.645647, -3.599688, 4.058112], [-2.346627, -4.227031, 2.194315], [-3.268698, -2.908193, 2.901006], [-2.772095, -3.067824, 1.175286], [-0.403368, -2.548197, 1.941236], [-0.659648, -0.271470, 2.724533], [-2.417281, -0.363225, 2.641302], [-2.351146, -1.048000, 0.346587]],
  "forces_ev_per_angstrom": [[-0.7, -1.6, -1.1], [1.7, 0.8, 0.4], [-0.5, 2.5, -0.8], [0.1, -2.7, 0.1], [2.1, 1.0, -1.1], [-2.5, -1.3, 0.1], [0.4, 1.0, 0.1], [0.6, 0.9, 2.1], [-3.4, -2.0, -0.2], [-0.3, 0.8, 0.0], [-2.0, 0.8, -2.5], [0.4, -3.3, 1.0], [-0.4, 0.2, 0.2], [-0.3, -1.2, -1.3], [0.3, -1.2, 0.3], [2.2, 2.0, 0.0], [0.1, -1.3, -0.5], [-0.6, 0.8, 1.2], [0.2, 1.9, 0.5], [1.3, -1.2, 0.0], [-0.5, 2.0, -0.1], [-0.2, -1.0, 1.4], [-0.6, 1.2, -0.1], [1.0, -0.5, 0.6], [1.3, 2.4, 1.5], [0.4, 0.1, 0.2], [0.7, 0.8, 0.6], [0.8, 0.4, 0.3], [-0.5, -1.6, -1.7], [-0.2, 0.4, 0.1], [-0.5, 0.3, 0.2], [0.3, -0.3, -0.3], [-0.2, 0.6, 0.7], [0.7, -1.2, 0.7], [0.1, -0.3, -0.7], [-0.6, 0.9, -1.0], [0.2, -0.4, -0.5], [-0.6, 0.0, 0.0], [-0.5, -0.2, 0.1], [0.7, -0.2, -0.4]]
}

{
  "formula": "C12H19BO",
  "method": "ωB97M-V/def2-TZVPD",
  "energy_ev": -15472.060,
  "homo_lumo_gap_ev": 7.820,
  "smiles": "CC(C)/B=C1\\C=CC=CC1.CC(C)=O",
  "total_charge": 0,
  "homo_energy_ev": -7.26,
  "spin_multiplicity": 1,
  "elements": ["B", "C", "C", "C", "C", "C", "C", "C", "C", "C", "C", "C", "C", "O", "H", "H", "H", "H", "H", "H", "H", "H", "H", "H", "H", "H", "H", "H", "H", "H", "H", "H", "H"],
  "positions_angstrom": [[0.021022, 0.415547, -0.951599], [-0.673655, -3.498533, -1.911472], [-1.342191, -3.050573, -0.861117], [0.630827, -2.942637, -2.225106], [-0.660162, -1.975279, -0.007350], [1.018944, -1.764985, -1.756916], [0.121277, -0.990218, -0.897357], [1.405291, 2.371398, -1.449536], [-1.070880, 2.519247, -1.883038], [1.202654, 0.191756, 2.576450], [-0.945632, 0.737813, 3.863708], [0.016567, 1.949012, -0.986295], [-0.041099, 1.076718, 2.760279], [-0.249743, 2.035707, 2.038462], [-1.062319, -4.416495, -2.387668], [-2.331527, -3.420747, -0.732133], [1.354358, -3.532543, -2.927785], [-1.428773, -1.511158, 0.554958], [1.922134, -1.264162, -2.219393], [1.520161, 2.087029, -2.498349], [2.084589, 1.946307, -0.736245], [1.645386, 3.555728, -1.442264], [-2.015345, 2.589087, -1.430692], [-0.839950, 3.502568, -2.266383], [-1.296131, 1.911982, -2.759624], [2.184265, 0.604355, 2.615325], [1.211493, -0.605673, 3.344239], [1.147653, -0.327212, 1.630910], [-0.402260, 0.027843, 4.383495], [-1.827256, 0.238050, 3.481459], [-1.375262, 1.620291, 4.517238], [-0.114945, 2.344934, 0.064647], [0.190510, -2.425156, 0.499150]],
  "forces_ev_per_angstrom": [[0.0, -0.7, 0.4], [0.3, -1.4, -0.1], [0.9, 1.1, -0.1], [1.7, -2.5, -1.8], [-0.1, 0.0, -2.0], [1.0, 2.1, -1.1], [-0.4, 0.4, 0.0], [0.3, 2.7, -0.3], [0.2, -0.2, -1.2], [-1.1, -1.5, 0.8], [-2.0, 1.8, 0.9], [-0.6, 0.8, 0.8], [1.2, 1.7, -1.2], [0.2, -0.5, 0.4], [0.3, 0.8, -0.3], [-0.6, -0.1, 0.8], [-1.5, 1.2, 1.3], [-0.2, 0.5, 1.2], [-1.0, -0.7, 0.8], [0.6, -0.3, 0.2], [1.0, -0.4, -0.2], [-1.0, -2.6, 0.2], [-1.3, 0.1, 1.1], [0.3, 0.4, 0.1], [0.4, -0.2, -0.2], [0.4, 1.2, 0.0], [-0.1, 0.3, -0.3], [-0.2, 0.0, -0.5], [0.5, -1.3, 2.0], [-0.3, -0.2, -0.3], [1.3, -1.6, -1.4], [0.1, -0.6, -1.1], [-0.4, -0.4, 1.0]]
}